{"formula": "C40H44AlFO13P", "method": "ωB97M-V with the def2-TZVPD basis set", "species": ["C", "C", "O", "P", "O", "C", "C", "C", "Al", "C", "F", "C", "C", "O", "C", "C", "H", "H", "H", "H", "H", "H", "H", "H", "H", "H", "H", "H", "H", "H", "H", "H", "H", "H", "H", "H", "H", "H", "H", "H", "C", "C", "C", "O", "C", "C", "C", "O", "H", "H", "H", "H", "C", "C", "C", "O", "C", "C", "C", "O", "H", "H", "H", "H", "C", "C", "C", "O", "C", "C", "C", "O", "H", "H", "H", "H", "C", "C", "C", "O", "C", "C", "C", "O", "H", "H", "H", "H", "C", "C", "C", "O", "C", "C", "C", "O", "H", "H", "H", "H"], "xyz": [[-8.320, -1.835, 0.757], [-7.219, -0.957, 0.171], [-5.928, -1.220, 0.747], [-5.609, -0.269, 2.017], [-6.853, -0.008, 2.767], [-4.818, 1.193, 1.347], [-4.015, 2.081, 2.322], [-4.734, 2.650, 3.543], [-3.508, 2.949, 5.143], [-4.758, 3.249, 6.764], [-4.631, 4.563, 7.326], [-4.659, 2.264, 7.915], [-3.226, 2.007, 8.422], [-4.552, -1.154, 2.800], [-4.297, -0.766, 4.183], [-3.651, -1.953, 4.860], [-7.898, -2.642, 1.350], [-8.932, -1.240, 1.434], [-8.978, -2.217, -0.022], [-7.483, 0.097, 0.238], [-7.127, -1.177, -0.895], [-4.108, 0.831, 0.592], [-5.578, 1.765, 0.813], [-3.093, 1.551, 2.592], [-3.681, 2.928, 1.716], [-5.568, 2.023, 3.870], [-5.150, 3.634, 3.306], [-2.604, 1.623, 5.415], [-2.589, 4.276, 4.947], [-5.789, 3.187, 6.388], [-5.234, 2.667, 8.759], [-5.131, 1.319, 7.635], [-3.226, 1.877, 9.506], [-2.800, 1.108, 7.981], [-2.597, 2.863, 8.181], [-5.212, -0.437, 4.671], [-3.589, 0.061, 4.192], [-3.423, -1.737, 5.900], [-4.268, -2.846, 4.759], [-2.714, -2.145, 4.340], [0.306, -0.666, 1.968], [-0.377, -0.879, 3.090], [0.303, -1.352, 4.327], [-0.318, -1.549, 5.345], [1.773, -1.567, 4.261], [2.451, -1.354, 3.137], [1.768, -0.889, 1.905], [2.394, -0.699, 0.880], [-0.167, -0.323, 1.057], [-1.445, -0.718, 3.161], [2.247, -1.906, 5.173], [3.521, -1.506, 3.062], [4.329, -0.512, -1.557], [4.095, 0.798, -1.562], [4.546, 1.655, -2.687], [4.339, 2.850, -2.691], [5.266, 1.004, -3.814], [5.496, -0.306, -3.804], [5.046, -1.161, -2.680], [5.268, -2.358, -2.682], [4.009, -1.150, -0.745], [3.572, 1.291, -0.753], [5.580, 1.650, -4.619], [6.018, -0.805, -4.609], [-4.123, -0.938, -3.680], [-4.694, -0.147, -2.776], [-5.387, 1.104, -3.179], [-5.910, 1.827, -2.362], [-5.417, 1.435, -4.628], [-4.845, 0.643, -5.529], [-4.153, -0.608, -5.126], [-3.634, -1.330, -5.951], [-3.612, -1.854, -3.410], [-4.696, -0.372, -1.715], [-5.928, 2.351, -4.896], [-4.853, 0.863, -6.589], [9.115, -1.371, -1.824], [8.105, -1.465, -0.964], [8.335, -1.404, 0.502], [7.418, -1.490, 1.289], [9.735, -1.233, 0.969], [10.744, -1.140, 0.107], [10.513, -1.201, -1.359], [11.434, -1.115, -2.143], [8.969, -1.413, -2.896], [7.080, -1.589, -1.289], [9.879, -1.191, 2.041], [11.772, -1.016, 0.424], [4.966, 0.417, -8.913], [5.066, -0.167, -10.104], [6.082, -1.219, -10.362], [6.176, -1.750, -11.447], [6.981, -1.594, -9.241], [6.881, -1.009, -8.051], [5.865, 0.042, -7.795], [5.771, 0.575, -6.709], [4.234, 1.186, -8.700], [4.421, 0.089, -10.935], [7.713, -2.364, -9.452], [7.526, -1.266, -7.220]], "charge": -1, "homo_energy_ev": -4.8, "homo_lumo_gap_ev": 3.96, "max_force_ev_per_a": 1.15, "spin_multiplicity": 1}



{"formula": "C40H44BGaIN6O4PSe", "method": "ωB97M-V with the def2-TZVPD basis set", "species": ["Ga", "C", "C", "C", "C", "C", "C", "N", "N", "B", "N", "C", "C", "C", "N", "C", "C", "C", "N", "C", "C", "C", "N", "C", "C", "C", "H", "H", "H", "H", "H", "H", "H", "H", "H", "H", "H", "H", "H", "H", "H", "H", "H", "H", "H", "H", "H", "H", "H", "H", "H", "H", "H", "H", "I", "C", "C", "C", "C", "C", "C", "C", "C", "C", "P", "C", "C", "C", "C", "C", "C", "C", "C", "C", "C", "C", "C", "C", "H", "H", "H", "H", "H", "H", "H", "H", "H", "H", "H", "H", "H", "H", "H", "H", "O", "Se", "O", "O", "O"], "xyz": [[-1.660, -1.437, 2.187], [-5.903, -1.017, -0.595], [-4.742, -0.874, 0.423], [-5.080, 0.231, 1.448], [-4.375, -2.183, 1.059], [-5.248, -3.254, 1.416], [-4.490, -4.229, 2.075], [-3.192, -3.726, 2.193], [-3.152, -2.497, 1.545], [-1.877, -4.557, 2.504], [-0.816, -4.521, 1.398], [-0.881, -5.203, 0.223], [0.152, -4.822, -0.627], [0.945, -3.961, 0.183], [0.372, -3.784, 1.357], [2.286, -3.346, -0.057], [2.839, -2.940, 1.317], [3.184, -4.363, -0.846], [-1.357, -3.922, 3.787], [-0.729, -4.434, 4.855], [0.095, -3.392, 5.472], [-0.165, -2.245, 4.699], [-1.085, -2.547, 3.742], [0.150, -0.795, 5.029], [-1.036, 0.052, 5.536], [1.056, -0.071, 4.019], [-5.924, -0.098, -1.170], [-5.715, -1.863, -1.268], [-6.879, -1.223, -0.100], [-3.853, -0.605, -0.167], [-5.953, -0.043, 2.045], [-4.246, 0.423, 2.094], [-5.392, 1.173, 1.030], [-6.312, -3.417, 1.157], [-4.779, -5.261, 2.374], [-2.124, -5.736, 2.580], [-1.727, -5.808, 0.090], [0.379, -5.309, -1.521], [2.104, -2.462, -0.714], [2.814, -3.775, 2.030], [3.783, -2.410, 1.255], [2.149, -2.153, 1.652], [3.231, -5.349, -0.363], [2.657, -4.612, -1.823], [4.139, -3.919, -1.073], [-0.776, -5.507, 5.016], [0.817, -3.471, 6.285], [0.819, -0.869, 5.946], [-1.793, 0.426, 4.855], [-1.630, -0.459, 6.287], [-0.561, 0.863, 6.016], [1.957, 0.260, 4.520], [1.442, -0.839, 3.330], [0.685, 0.806, 3.488], [-1.004, 1.150, -3.259], [0.616, 0.940, -4.684], [0.702, -0.173, -5.471], [1.398, -0.139, -6.676], [2.245, 0.879, -7.008], [2.340, 1.973, -6.089], [3.145, 3.103, -6.368], [3.187, 4.158, -5.438], [2.469, 4.119, -4.243], [1.837, 2.919, -3.842], [1.439, 2.774, -2.068], [0.325, 4.097, -1.675], [-0.233, 4.848, -2.682], [-1.158, 5.819, -2.459], [-1.751, 5.938, -1.166], [-1.192, 5.148, -0.119], [-0.233, 4.146, -0.432], [2.952, 3.109, -1.141], [4.190, 3.349, -1.793], [5.228, 3.845, -1.012], [5.140, 3.777, 0.374], [3.904, 3.495, 1.017], [2.822, 2.996, 0.261], [1.655, 1.894, -4.807], [0.162, -1.084, -5.148], [1.271, -0.988, -7.280], [2.641, 0.971, -8.042], [3.745, 3.110, -7.257], [3.773, 5.102, -5.570], [2.515, 4.989, -3.563], [0.137, 4.609, -3.633], [-1.452, 6.455, -3.277], [-2.579, 6.690, -0.980], [-1.592, 5.228, 0.856], [0.172, 3.468, 0.320], [4.266, 3.280, -2.863], [6.063, 4.313, -1.472], [5.985, 4.162, 0.963], [3.831, 3.612, 2.111], [1.983, 2.501, 0.773], [-2.091, 1.442, -0.021], [-1.084, 1.037, 1.297], [-2.004, 0.380, 2.600], [-0.414, -0.493, 0.961], [0.043, 2.121, 1.814]], "e_above_lowest_ev": 1.988, "homo_energy_ev": -6.6, "homo_lumo_gap_ev": 6.69, "max_force_ev_per_a": 3.88, "spin_multiplicity": 1}



no.,total energy (Eh)
1,-3212.3283
2,-7170.1793